# 1
Formula: C23H27N5O4S
Source: the Open Molecules 2025 dataset
Level of theory: ωB97M-V/def2-TZVPD

Summary:
Energy above the lowest of the compared OMol25 structures with the same formula, charge and spin (kcal per mole): 14.5
Charge: 0
Structure (SMILES): COCCCn1c(=O)c2sccc2n2c(CCCC(=O)NCc3ccccc3OC)nnc12
HOMO-LUMO gap (eV): 8.5
Lowest unoccupied orbital energy (Ha): 0.0010
HOMO energy (eV): -8.4

XYZ file:
```
60
C23H27N5O4S ωB97M-V/def2-TZVPD
C -4.119 -1.377 -1.272
O -3.176 -1.945 -0.396
C -3.629 -2.121 0.932
C -3.714 -0.828 1.752
C -2.333 -0.250 2.076
N -1.540 -0.108 0.866
C -1.877 0.868 -0.050
O -2.694 1.733 0.211
C -1.171 0.740 -1.308
S -1.427 1.782 -2.654
C -0.278 0.907 -3.577
C 0.276 -0.140 -2.906
C -0.247 -0.247 -1.600
N 0.012 -1.176 -0.621
C 0.782 -2.313 -0.486
C 1.728 -2.875 -1.477
C 3.092 -2.170 -1.431
C 3.761 -2.277 -0.045
C 3.869 -0.887 0.564
O 4.839 -0.175 0.403
N 2.763 -0.489 1.228
C 2.595 0.861 1.728
C 1.922 1.766 0.720
C 2.479 1.916 -0.540
C 1.927 2.775 -1.473
C 0.808 3.513 -1.135
C 0.230 3.375 0.115
C 0.768 2.494 1.047
O 0.244 2.291 2.292
C -0.823 3.114 2.708
N 0.598 -2.818 0.698
N -0.289 -2.066 1.379
C -0.648 -1.093 0.589
H -5.064 -1.932 -1.244
H -3.691 -1.447 -2.271
H -4.319 -0.325 -1.044
H -4.615 -2.609 0.920
H -2.902 -2.799 1.389
H -4.229 -1.041 2.689
H -4.294 -0.082 1.207
H -2.443 0.736 2.529
H -1.779 -0.913 2.739
H -0.067 1.213 -4.582
H 1.019 -0.789 -3.328
H 1.304 -2.811 -2.481
H 1.862 -3.928 -1.226
H 2.966 -1.116 -1.695
H 3.733 -2.621 -2.189
H 4.771 -2.674 -0.146
H 3.182 -2.936 0.603
H 2.028 -1.153 1.408
H 2.018 0.835 2.653
H 3.599 1.251 1.930
H 3.381 1.371 -0.774
H 2.379 2.881 -2.448
H 0.376 4.206 -1.842
H -0.650 3.952 0.348
H -0.531 4.169 2.712
H -1.051 2.800 3.726
H -1.707 2.984 2.076
```

Löwdin atomic charge list, values in e, 4 entries: -0.096 -0.200 -0.208 -0.125



# 2
Formula: C23H27N5O4S
Source: the Open Molecules 2025 dataset
Level of theory: ωB97M-V/def2-TZVPD

Summary:
Energy above the lowest of the compared OMol25 structures with the same formula, charge and spin (kcal per mole): 11.0
Charge: 0
Structure (SMILES): COCCCn1c(=O)c2sccc2n2c(CCCC(=O)NCc3cccc(OC)c3)nnc12
HOMO-LUMO gap (eV): 8.5
Lowest unoccupied orbital energy (Ha): 0.0056
HOMO energy (eV): -8.4

XYZ file:
```
60
C23H27N5O4S ωB97M-V/def2-TZVPD
C 4.126 -1.611 -0.101
O 2.928 -2.297 -0.350
C 2.805 -2.711 -1.699
C 1.445 -3.372 -1.901
C 0.297 -2.360 -1.930
N 0.249 -1.600 -0.694
C -0.303 -2.191 0.427
O -0.899 -3.250 0.365
C -0.113 -1.417 1.636
S -0.717 -1.888 3.177
C -0.065 -0.473 3.890
C 0.593 0.328 3.008
C 0.573 -0.219 1.706
N 1.115 0.261 0.538
C 1.883 1.341 0.166
C 2.465 2.356 1.075
C 1.533 3.543 1.351
C 1.201 4.325 0.071
C -0.166 3.937 -0.475
O -1.195 4.312 0.053
N -0.144 3.184 -1.592
C -1.361 2.781 -2.264
C -1.831 1.390 -1.920
C -2.045 0.449 -2.919
C -2.568 -0.789 -2.600
C -2.879 -1.115 -1.291
C -2.642 -0.189 -0.280
O -2.900 -0.405 1.042
C -3.618 -1.566 1.400
C -2.114 1.060 -0.605
N 2.084 1.302 -1.119
N 1.485 0.208 -1.637
C 0.922 -0.423 -0.644
H 4.997 -2.240 -0.323
H 4.128 -1.355 0.958
H 4.192 -0.695 -0.702
H 3.609 -3.427 -1.932
H 2.908 -1.842 -2.364
H 1.275 -4.078 -1.087
H 1.451 -3.917 -2.845
H -0.654 -2.887 -2.028
H 0.423 -1.645 -2.743
H -0.206 -0.298 4.938
H 1.048 1.261 3.280
H 3.373 2.730 0.597
H 2.750 1.877 2.015
H 2.035 4.200 2.063
H 0.603 3.205 1.813
H 1.974 4.167 -0.680
H 1.145 5.389 0.305
H 0.725 2.768 -1.901
H -1.206 2.865 -3.343
H -2.129 3.497 -1.952
H -1.819 0.693 -3.946
H -2.748 -1.515 -3.380
H -3.290 -2.086 -1.068
H -3.045 -2.476 1.196
H -4.578 -1.613 0.879
H -3.793 -1.483 2.472
H -1.968 1.783 0.183
```

Löwdin atomic charge list, values in e, 4 entries: -0.108 -0.205 -0.230 -0.120



# 3
Formula: C23H28BF2N4O3PPd
Source: the Open Molecules 2025 dataset
Level of theory: ωB97M-V/def2-TZVPD

Summary:
Energy above the lowest of the compared OMol25 structures with the same formula, charge and spin (kcal per mole): 16.2
Charge: 0
HOMO-LUMO gap (alpha / beta) (eV): 5.9 / 5.9
Lowest unoccupied orbital energy (alpha / beta) (Ha): -0.0438 / -0.0438
HOMO energy (alpha / beta) (eV): -7.1 / -7.1

XYZ file:
```
63
C23H28BF2N4O3PPd ωB97M-V/def2-TZVPD
Pd 0.332 -0.652 1.713
C 4.677 2.846 0.956
C 3.611 3.188 0.137
C 2.338 2.704 0.403
C 2.117 1.876 1.500
C 3.191 1.527 2.314
C 4.461 2.011 2.044
N 0.841 1.327 1.767
C -0.229 2.105 1.945
C -0.190 3.536 2.047
C -1.330 4.246 2.271
C -2.607 3.633 2.411
C -2.697 2.280 2.341
C -1.533 1.507 2.112
N -1.523 0.160 2.048
N -2.540 -0.581 2.211
C -2.200 -1.937 2.100
C -3.230 -2.870 2.171
C -2.933 -4.213 2.069
C -1.612 -4.608 1.908
C -0.638 -3.631 1.848
N -0.912 -2.328 1.936
H 5.670 3.219 0.742
H 3.771 3.826 -0.724
H 1.508 2.947 -0.248
H 3.015 0.866 3.155
H 5.288 1.730 2.684
H 0.758 4.044 1.966
H -1.259 5.324 2.354
H -3.482 4.244 2.584
H -3.639 1.760 2.454
H -4.240 -2.508 2.302
H -3.723 -4.950 2.119
H -1.334 -5.649 1.833
H 0.407 -3.886 1.732
F 2.961 -1.266 0.425
B 2.168 -1.441 1.486
F 2.701 -2.260 2.416
C 1.500 -2.226 -4.383
C 0.656 -2.703 -3.221
O -0.259 -1.676 -2.823
P -0.091 -1.069 -1.298
O 0.787 0.259 -1.525
C 0.402 1.291 -2.451
C 1.641 1.794 -3.154
O -1.562 -0.363 -1.209
C -2.707 -1.211 -1.074
C -3.496 -1.258 -2.364
H 2.166 -3.022 -4.720
H 2.109 -1.372 -4.084
H 0.866 -1.926 -5.218
H 1.296 -2.985 -2.378
H 0.068 -3.580 -3.500
H -0.085 2.083 -1.878
H -0.323 0.898 -3.165
H 2.391 2.111 -2.429
H 1.390 2.641 -3.796
H 2.077 1.010 -3.773
H -3.309 -0.797 -0.263
H -2.395 -2.220 -0.775
H -3.804 -0.252 -2.652
H -4.392 -1.869 -2.234
H -2.891 -1.680 -3.165
```

Löwdin atomic charge list, values in e, 4 entries: 0.886 -0.094 -0.083 -0.046



# 4
Formula: C23H28Br2LiN5OSSi2
Source: the Open Molecules 2025 dataset
Level of theory: ωB97M-V/def2-TZVPD

Summary:
Energy above the lowest of the compared OMol25 structures with the same formula, charge and spin (kcal per mole): 88.2
Charge: 0
HOMO-LUMO gap (alpha / beta) (eV): 5.4 / 5.4
Lowest unoccupied orbital energy (alpha / beta) (Ha): -0.0135 / -0.0136
HOMO energy (alpha / beta) (eV): -5.8 / -5.8

XYZ file:
```
63
C23H28Br2LiN5OSSi2 ωB97M-V/def2-TZVPD
Li 0.127 -1.686 1.293
Br 2.679 0.314 7.379
C 1.897 -0.129 5.721
C 0.527 -0.077 5.564
C 0.018 -0.401 4.316
N 0.773 -0.760 3.284
C 2.096 -0.823 3.454
C 2.703 -0.503 4.662
C 2.890 -1.260 2.266
C 4.253 -1.516 2.344
C 4.903 -1.931 1.196
Br 6.754 -2.285 1.251
C 4.200 -2.095 0.020
C 2.841 -1.821 0.046
N 2.204 -1.402 1.133
H -0.126 0.208 6.375
H -1.049 -0.363 4.141
H 3.774 -0.533 4.788
H 4.804 -1.413 3.266
H 4.680 -2.435 -0.886
H 2.230 -1.963 -0.837
C -2.261 -0.102 -2.478
Si -0.467 0.410 -2.309
C 0.609 -1.046 -2.786
C -0.084 2.008 -3.247
C -0.089 2.411 -4.583
C 0.241 3.717 -4.909
C 0.573 4.632 -3.910
C 0.577 4.246 -2.579
C 0.250 2.933 -2.236
Si 0.073 1.957 -0.624
C 1.629 1.849 0.417
C -1.336 2.595 0.440
H -2.503 -0.327 -3.520
H -2.919 0.701 -2.141
H -2.446 -0.995 -1.883
H 0.347 -1.394 -3.788
H 0.442 -1.871 -2.087
H 1.667 -0.778 -2.793
H -0.344 1.712 -5.372
H 0.242 4.034 -5.945
H 0.828 5.649 -4.181
H 0.837 4.971 -1.815
H 1.933 2.842 0.757
H 2.458 1.409 -0.140
H 1.446 1.230 1.298
H -1.106 3.580 0.853
H -1.535 1.908 1.266
H -2.247 2.689 -0.155
O 0.030 -3.563 1.228
N -0.077 -3.268 0.018
S -2.292 -1.028 1.901
C -3.331 -1.417 0.652
N -4.413 -0.716 0.254
C -5.028 -1.299 -0.935
C -4.428 -2.717 -0.926
N -3.253 -2.533 -0.087
H -4.499 0.251 0.516
H -4.737 -0.753 -1.832
H -6.114 -1.310 -0.859
H -4.161 -3.057 -1.925
H -5.114 -3.439 -0.475
H -2.579 -3.250 0.148
```

Löwdin atomic charge list, values in e, 4 entries: 0.453 0.776 -0.674 -0.089



# 5
Formula: C23H28CuN4O6S
Source: the Open Molecules 2025 dataset
Level of theory: ωB97M-V/def2-TZVPD

Summary:
Energy above the lowest of the compared OMol25 structures with the same formula, charge and spin (kcal per mole): 8.2
Charge: 0
HOMO-LUMO gap (alpha / beta) (eV): 6.3 / 5.5
Multiplicity: 2
Lowest unoccupied orbital energy (alpha / beta) (Ha): -0.0266 / -0.0569
HOMO energy (alpha / beta) (eV): -7.0 / -7.0

XYZ file:
```
63
C23H28CuN4O6S ωB97M-V/def2-TZVPD
Cu 0.368 0.777 0.870
O 0.376 2.532 7.601
C 1.268 1.872 7.100
O 2.327 1.406 7.466
C 0.940 1.527 5.541
C -0.231 2.018 4.988
C -0.506 1.721 3.664
N 0.316 0.991 2.928
C 1.433 0.512 3.453
C 1.787 0.749 4.780
C 2.309 -0.333 2.502
O 3.253 -0.948 2.955
O 1.932 -0.318 1.289
H -0.902 2.623 5.579
H -1.404 2.074 3.176
H 2.707 0.339 5.169
C -3.095 -1.936 1.933
C -2.352 -0.832 1.411
N -1.796 0.070 0.975
H -2.584 -2.362 2.796
H -3.206 -2.704 1.168
H -4.083 -1.586 2.236
O 0.088 2.822 0.598
S -1.239 3.491 0.691
C -0.831 5.232 0.184
C -1.595 5.529 -1.093
C -1.595 4.223 -1.883
C -2.095 3.166 -0.918
H 0.244 5.205 0.027
H -1.066 5.909 1.002
H -1.138 6.345 -1.653
H -2.620 5.816 -0.851
H -0.577 3.981 -2.191
H -2.223 4.285 -2.772
H -1.861 2.144 -1.207
H -3.162 3.268 -0.724
C 2.870 -3.215 -2.184
C 1.480 -3.573 -1.661
N 0.487 -3.671 -2.717
C 0.215 -4.988 -3.273
C -0.919 -5.714 -2.554
C -0.102 -2.609 -3.300
O -0.930 -2.705 -4.190
C 0.324 -1.249 -2.818
C 1.092 -0.427 -3.639
C 1.441 0.835 -3.183
C 0.993 1.235 -1.938
N 0.228 0.467 -1.166
C -0.103 -0.744 -1.600
H 3.553 -3.136 -1.343
H 2.851 -2.260 -2.702
H 3.238 -3.975 -2.870
H 1.170 -2.831 -0.921
H 1.519 -4.543 -1.161
H 1.134 -5.576 -3.224
H -0.063 -4.845 -4.320
H -0.720 -5.801 -1.488
H -1.029 -6.712 -2.967
H -1.852 -5.177 -2.694
H 1.401 -0.779 -4.613
H 2.052 1.500 -3.775
H 1.233 2.209 -1.537
H -0.750 -1.322 -0.954
```

Löwdin atomic charge list, values in e, 4 entries: 0.573 -0.022 -0.720 -0.002



# 6
Formula: C23H28F2NO
Source: the Open Molecules 2025 dataset
Level of theory: ωB97M-V/def2-TZVPD

Summary:
Charge: +1
HOMO-LUMO gap (eV): 5.7
Lowest unoccupied orbital energy (Ha): -0.2068
HOMO energy (eV): -11.3

XYZ file:
```
55
C23H28F2NO ωB97M-V/def2-TZVPD
C 1.269 1.686 -3.086
C -0.104 1.084 -3.326
C -1.141 2.206 -3.365
C -0.081 0.364 -4.674
C -0.502 0.065 -2.212
C 0.243 -0.143 -1.093
N -1.724 -0.524 -2.485
C -2.198 -1.701 -1.926
C -3.501 -2.156 -2.545
O -1.619 -2.318 -1.040
H 2.038 0.905 -3.067
H 1.507 2.371 -3.906
H 1.305 2.260 -2.153
H -2.138 1.856 -3.656
H -1.220 2.713 -2.397
H -0.838 2.951 -4.111
H -1.054 -0.048 -4.962
H 0.211 1.085 -5.448
H 0.653 -0.449 -4.667
H -0.137 -0.794 -0.312
H 1.247 0.272 -1.113
H -2.243 -0.223 -3.294
H -4.099 -1.318 -2.923
H -3.292 -2.850 -3.373
H -4.074 -2.693 -1.784
C -4.015 2.308 3.074
C -2.673 1.853 2.636
C -2.215 0.600 3.017
F -2.964 -0.110 3.923
C -1.027 0.044 2.580
C -0.171 0.830 1.761
C 1.075 0.382 1.211
C 1.996 -0.522 1.802
C 1.699 -1.468 2.830
C 2.657 -2.397 3.191
F 2.318 -3.337 4.139
C 3.962 -2.399 2.715
C 4.908 -3.456 3.147
C 4.299 -1.376 1.804
C 3.347 -0.482 1.355
C -0.616 2.128 1.396
C -1.841 2.619 1.804
H -4.236 3.274 2.610
H -4.787 1.589 2.760
H -4.090 2.422 4.166
H -0.775 -0.969 2.858
H 1.546 1.106 0.540
H 0.760 -1.437 3.358
H 5.877 -3.282 2.678
H 5.048 -3.480 4.236
H 4.547 -4.446 2.837
H 5.335 -1.290 1.489
H 3.639 0.319 0.679
H 0.046 2.755 0.800
H -2.158 3.618 1.519
```

Löwdin atomic charge list, values in e, 4 entries: -0.066 -0.557 -0.041 -0.042



# 7
Formula: C23H28F9FeGeN6O4S6
Source: the Open Molecules 2025 dataset
Level of theory: ωB97M-V/def2-TZVPD

Summary:
Energy above the lowest of the compared OMol25 structures with the same formula, charge and spin (kcal per mole): 47.8
Charge: +1
HOMO-LUMO gap (alpha / beta) (eV): 5.4 / 5.6
Multiplicity: 5
Lowest unoccupied orbital energy (alpha / beta) (Ha): -0.2019 / -0.2005
HOMO energy (alpha / beta) (eV): -10.9 / -11.0

XYZ file:
```
78
C23H28F9FeGeN6O4S6 ωB97M-V/def2-TZVPD
Fe -1.741 -0.407 0.072
F -3.870 5.322 1.496
C -3.696 4.544 0.411
F -3.784 5.345 -0.667
F -4.705 3.681 0.360
C -2.335 3.891 0.460
C -1.266 4.763 0.400
C 0.031 4.281 0.412
C 0.196 2.921 0.504
N -0.826 2.055 0.603
C -2.090 2.514 0.564
S -3.291 1.241 0.601
H -1.455 5.830 0.330
H 0.886 4.943 0.351
H 1.195 2.491 0.517
N 0.156 0.487 3.181
C -0.992 -0.233 3.307
N -1.719 -0.682 2.303
C -2.798 -1.417 2.775
C -2.885 -1.539 4.102
S -1.577 -0.707 4.846
C -3.738 -1.901 1.765
C -4.882 -2.552 1.961
S -5.687 -2.803 0.454
C -4.420 -1.995 -0.374
N -3.437 -1.592 0.435
N -4.469 -1.796 -1.696
H 0.234 0.963 2.295
H 0.486 0.996 3.983
H -3.632 -2.056 4.688
H -5.320 -2.881 2.893
H -5.244 -2.134 -2.236
H -3.653 -1.454 -2.189
F -0.932 3.182 -2.395
C -0.565 2.293 -3.303
F 0.749 2.317 -3.470
F -1.188 2.504 -4.442
S -1.058 0.665 -2.655
O -0.235 0.399 -1.443
O -2.466 0.789 -2.336
N -0.681 -0.261 -3.875
S -1.210 -1.761 -3.828
O -1.879 -2.046 -2.554
O -0.241 -2.715 -4.259
C -2.584 -1.791 -5.094
F -2.884 -0.570 -5.497
F -3.659 -2.338 -4.517
F -2.206 -2.531 -6.116
S -0.922 -3.432 0.191
C -0.362 -2.016 0.242
C 5.120 1.201 -1.275
C 3.970 0.714 -2.157
C 3.225 -0.495 -1.587
C 2.493 -0.170 -0.275
Ge 1.716 -1.752 0.469
C 1.949 -2.025 2.356
C 3.265 -2.789 2.597
C 4.519 -2.048 2.106
C 4.835 -0.778 2.897
H 5.682 1.998 -1.765
H 5.822 0.387 -1.062
H 4.770 1.599 -0.317
H 4.363 0.439 -3.137
H 3.254 1.527 -2.323
H 3.936 -1.312 -1.432
H 2.495 -0.849 -2.322
H 1.728 0.591 -0.455
H 3.170 0.193 0.503
H 2.191 -3.009 -0.282
H 1.093 -2.572 2.757
H 1.949 -1.044 2.841
H 3.223 -3.770 2.111
H 3.349 -2.977 3.673
H 4.407 -1.789 1.045
H 5.369 -2.731 2.156
H 4.032 -0.034 2.827
H 5.751 -0.301 2.537
H 4.978 -1.012 3.958
```

Löwdin atomic charge list, values in e, 4 entries: 0.556 0.150 -0.602 0.151



Calculated values (Ha) of DFT total energy for the records, taken in order: -1865.6106, -1865.6162, -2031.9585, -7375.0265, -3602.3667, -1222.6701, -8151.0382.